Molecular formula: H18O9Xe
Method: DFT, ωB97M-V with the def2-TZVPD basis set

The geometry in XYZ format:
```
28
Properties=species:S:1:pos:R:3
Xe 13.57958 15.18414 -10.29150
O 16.70633 13.94340 -9.30467
H 16.50235 14.81858 -8.97502
H 17.54961 13.72751 -8.90653
O 15.12049 18.83939 -9.55297
H 14.56160 19.05338 -10.30002
H 15.91671 19.35150 -9.69445
O 12.67328 12.90593 -7.42853
H 12.81750 12.60452 -6.53155
H 12.01159 13.59282 -7.34743
O 11.08618 17.65825 -12.88869
H 11.35462 16.76040 -12.69366
H 11.59501 18.19770 -12.28344
O 12.23445 11.23050 -10.31159
H 12.91283 11.81310 -9.97013
H 12.45556 10.36998 -9.95543
O 10.98205 14.56450 -12.71724
H 11.76796 14.07451 -12.95908
H 10.34235 14.34095 -13.39329
O 9.00302 14.63952 -10.59312
H 9.75240 14.45785 -11.16027
H 9.31553 14.43887 -9.71090
O 14.77173 11.78877 -8.83592
H 14.13231 12.20518 -8.25802
H 15.36487 12.49675 -9.08728
O 16.40915 16.76452 -8.27428
H 16.10996 17.24318 -9.04733
H 17.34600 16.95387 -8.22247
```

The net charge is 0. For the HOMO energy, the calculation gives -10.6 eV. Its orbital gap is 10.51 eV. As for the largest force on an atom: 0.78 eV/A.